No. 1
Entry from OMol25: a structure of composition C18H26N5O4RuS2 (the ωB97M-V functional and the def2-TZVPD basis).

**Net charge**: +1
**Strongest force on any atom**: 1.0 eV Å⁻¹
**E**: -58973.39290 eV
**Energy relative to the best compared isomer or geometry (same formula, charge and spin)**: 45.9 kJ/mol
**Multiplicity**: 5
**Expectation value of S²**: 6.024

XYZ file:
```
56
C18H26N5O4RuS2 | OMol25 | the ωB97M-V functional and the def2-TZVPD basis
Ru -0.0345 0.7178 0.4566
S 0.3965 3.3109 1.8093
S -1.1306 2.7550 0.4314
O -0.1564 2.9579 3.0883
O 0.7563 4.6619 1.5459
O 2.6802 -1.9782 2.2257
O 1.4050 2.3000 1.3439
N 1.1982 1.2112 -1.3647
N -1.3281 0.1747 2.0202
N 0.7935 -2.0958 -0.7366
N -1.7650 0.4509 -1.5121
N 1.0658 -0.5290 1.5421
C 1.9345 -1.5850 1.3505
C 0.4982 0.6475 -2.5472
C -0.6300 -0.0481 3.1417
C 1.8353 -2.3372 0.0568
C 2.7184 -4.0025 -1.3973
C 2.5577 0.6270 -1.2849
C 2.8208 -3.2719 -0.2258
C -2.6625 0.3080 2.0719
C -3.0930 1.0732 -1.5522
C -1.9268 -1.0033 -1.6725
C -3.3521 0.1969 3.2539
C -2.6351 -0.0194 4.4282
C 0.6983 -2.8188 -1.8488
C -1.2628 -0.1407 4.3714
C 0.8504 -0.1735 2.9501
C -0.9639 1.0296 -2.6010
C 1.6283 -3.7765 -2.2244
C 1.4188 2.6713 -1.5670
H -3.1503 -0.0890 5.3750
H 0.6280 -0.4340 -2.5223
H 2.0104 2.8012 -2.4769
H -2.5919 -1.3754 -0.8942
H 1.4922 -4.3269 -3.1437
H -3.5485 0.9200 -2.5371
H -1.3756 0.7212 -3.5724
H 1.9572 3.0778 -0.7145
H -0.9678 -1.5093 -1.5545
H -0.6715 -0.3064 5.2597
H 3.6311 -3.4080 0.4736
H -3.0280 2.1434 -1.3677
H 1.2678 -0.9449 3.6000
H -0.1625 -2.6308 -2.4832
H 2.5041 -0.4523 -1.3035
H 0.4755 3.1966 -1.6710
H -3.7467 0.6194 -0.8125
H -1.0683 2.1143 -2.5441
H -3.1589 0.5191 1.1390
H 3.4690 -4.7359 -1.6562
H -4.4266 0.2983 3.2596
H 0.9925 1.0162 -3.4544
H -2.3649 -1.2448 -2.6477
H 3.0331 0.9698 -0.3674
H 3.1460 0.9698 -2.1404
H 1.3391 0.7765 3.2032
```

Charge distribution, Mulliken scheme, values in e:
1. Ru 0.74
2. S 1.07
3. S -0.29
4. O -0.56
5. O -0.59
6. O -0.63
7. O -0.52
8. N 1.27
9. N 0.44
10. N -0.04
11. N 0.91
12. N 0.18
13. C -0.38
14. C -0.67
15. C 0.96
16. C 0.70
17. C -0.37
18. C -1.17
19. C -0.62
20. C -0.06
21. C -1.35
22. C -1.11
23. C -0.91
24. C -0.32
25. C 0.04
26. C -1.11
27. C -1.13
28. C -1.23
29. C -1.02
30. C -1.44
31. H 0.45
32. H 0.26
33. H 0.38
34. H 0.44
35. H 0.43
36. H 0.34
37. H 0.45
38. H 0.37
39. H 0.05
40. H 0.51
41. H 0.50
42. H 0.51
43. H 0.63
44. H 0.45
45. H 0.31
46. H 0.35
47. H 0.42
48. H 0.45
49. H 0.25
50. H 0.47
51. H 0.46
52. H 0.38
53. H 0.46
54. H 0.27
55. H 0.43
56. H 0.20

No. 2
Entry from OMol25: a structure of composition C27H35BCoF4N4P2 in a non-equilibrium geometry (the ωB97M-V functional and the def2-TZVPD basis).

**Net charge**: 0
**Strongest force on any atom**: 3.4 eV Å⁻¹
**E**: -102278.59630 eV
**Energy relative to the best compared isomer or geometry (same formula, charge and spin)**: 0.0 kJ/mol
**Multiplicity**: 4
**Expectation value of S²**: 3.763

XYZ file:
```
74
C27H35BCoF4N4P2 | OMol25 | the ωB97M-V functional and the def2-TZVPD basis
Co -0.1137 -2.9365 3.6515
P 1.4667 -0.9181 -1.4459
P -2.1116 -0.3180 -1.4152
F 0.5282 -0.4036 5.8197
F -0.1382 -1.9616 7.4247
F -1.0319 -2.0927 5.2160
F -1.6563 -0.3818 6.6866
N 2.1506 -2.2044 -2.4479
N 2.8602 0.1489 -1.7490
N -2.3506 1.3710 -1.9431
N -3.6520 -0.8147 -2.1452
C -2.2181 1.9488 -3.2165
C 0.2349 3.0696 4.4025
C -4.1879 -2.0711 -1.8078
C -5.2983 -2.3114 -2.6054
C -1.4234 1.2403 3.6988
C 0.9480 3.0055 3.0386
C 4.9111 1.0628 -1.4140
C -1.3503 1.1062 2.2029
C -0.1207 0.3957 1.5709
C 0.4013 -0.1717 -2.7731
C -2.1487 3.3344 -3.0822
C 4.5350 1.2851 -2.7775
C 1.2274 0.6693 2.1358
C 2.7030 -4.3217 -3.0166
C 3.2768 0.7209 -2.9521
C 2.5818 -2.1860 -3.7806
C 3.8731 0.3616 -0.8029
C -1.0121 -0.7809 -2.8322
C -4.4184 -0.2985 -3.2019
C 1.6475 1.6854 2.8984
C 1.9024 -2.6251 4.2495
C -0.7241 1.9349 4.6116
C -5.4512 -1.1887 -3.4863
C -2.4039 2.4153 -1.0096
C 2.9175 -3.4798 -4.1581
C -2.2938 3.6245 -1.6838
C 2.2245 -3.5235 -1.9852
B -0.5256 -1.1157 6.4114
H 1.9816 -0.0917 1.9059
H -2.3206 4.6019 -1.2204
H -0.3182 -0.7005 1.5679
H 1.6977 3.8092 2.9880
H -6.2174 -1.0503 -4.2366
H -1.4988 2.0884 1.7326
H 0.9774 3.0923 5.2163
H 3.7307 0.0244 0.2132
H -4.1895 0.6452 -3.6640
H -0.3373 3.9940 4.5401
H 2.3642 -2.1803 3.3418
H -0.9816 -1.8804 -2.7862
H 2.6219 -1.2720 -4.3504
H 2.4886 -3.5132 4.5821
H 5.8293 1.3717 -0.9381
H 5.1059 1.8002 -3.5361
H -2.1659 0.5524 4.1078
H -1.4818 -0.5053 -3.7939
H 0.2251 3.1853 2.2403
H -0.9602 1.7399 5.6669
H -2.2241 0.4925 1.9128
H 2.5686 1.5981 3.4707
H 2.8819 -5.3838 -2.9593
H 1.8802 -1.8699 5.0482
H 0.3721 0.9073 -2.5507
H 2.6487 0.7118 -3.8309
H -2.5327 2.1797 0.0429
H -1.9829 4.0384 -3.8881
H 1.9188 -3.7436 -0.9753
H -0.0991 0.6424 0.4947
H 3.2618 -3.7840 -5.1396
H 0.8479 -0.2871 -3.7736
H -5.9320 -3.1847 -2.5578
H -2.2107 1.3487 -4.1210
H -3.7087 -2.6516 -1.0368
```

Charge distribution, Mulliken scheme, values in e:
1. Co 0.72
2. P -0.06
3. P -0.16
4. F -0.34
5. F -0.30
6. F -0.43
7. F -0.31
8. N 0.41
9. N 0.51
10. N 0.43
11. N 0.37
12. C -0.32
13. C -0.78
14. C -0.41
15. C -0.58
16. C -0.46
17. C -0.87
18. C -0.67
19. C -0.34
20. C 0.74
21. C -0.64
22. C -0.85
23. C -0.81
24. C 0.34
25. C -0.64
26. C -0.15
27. C -0.08
28. C -0.42
29. C -1.42
30. C -0.18
31. C -0.92
32. C -0.62
33. C -0.83
34. C -0.62
35. C -0.57
36. C -0.69
37. C -0.71
38. C -0.43
39. B 0.64
40. H 0.55
41. H 0.42
42. H 0.00
43. H 0.45
44. H 0.44
45. H 0.05
46. H 0.33
47. H 0.31
48. H 0.41
49. H 0.41
50. H 0.15
51. H 0.60
52. H 0.21
53. H 0.37
54. H 0.43
55. H 0.44
56. H 0.38
57. H 0.45
58. H 0.31
59. H 0.40
60. H 0.48
61. H 0.35
62. H 0.41
63. H 0.13
64. H 0.58
65. H 0.42
66. H 0.60
67. H 0.44
68. H 0.38
69. H -0.48
70. H 0.42
71. H 0.36
72. H 0.41
73. H 0.47
74. H 0.34

No. 3
Entry from OMol25: a structure of composition Br2Cl3MnO12 in a non-equilibrium geometry (the ωB97M-V functional and the def2-TZVPD basis).

**Net charge**: -3
**Strongest force on any atom**: 2.7 eV Å⁻¹
**E**: -233523.93744 eV
**Energy relative to the best compared isomer or geometry (same formula, charge and spin)**: 48.8 kJ/mol
**Multiplicity**: 6
**Expectation value of S²**: 8.754

XYZ file:
```
18
Br2Cl3MnO12 | OMol25 | the ωB97M-V functional and the def2-TZVPD basis
Br 0.4332 2.7868 1.3743
Br -2.8122 0.6594 -0.9176
Mn -0.6393 0.6178 0.2836
Cl -2.5855 -1.7393 2.6819
Cl 1.3692 2.4724 -2.6596
Cl 1.8637 -1.5359 -0.1367
O 2.4598 -1.9827 -1.3771
O -2.4570 -1.7214 4.1358
O -2.4527 -0.3769 2.2128
O 2.4642 -0.4007 0.4832
O 0.1651 1.7416 -2.3043
O -1.6039 -2.5725 1.9984
O 2.5183 1.6337 -2.4910
O 1.9212 -2.6605 0.7383
O -3.8540 -2.3876 2.4149
O 0.4635 -1.1870 -0.4288
O 1.5108 3.7367 -1.9457
O 1.2357 2.9163 -4.0624
```

Charge distribution, Mulliken scheme, values in e:
1. Br -0.63
2. Br -0.59
3. Mn 0.95
4. Cl 1.64
5. Cl 1.59
6. Cl 1.75
7. O -0.67
8. O -0.68
9. O -0.57
10. O -0.65
11. O -0.53
12. O -0.66
13. O -0.62
14. O -0.67
15. O -0.68
16. O -0.63
17. O -0.63
18. O -0.74

No. 4
Entry from OMol25: the molecule CH3BrO2S in a non-equilibrium geometry (the ωB97M-V functional and the def2-TZVPD basis).

**Net charge**: 0
**Strongest force on any atom**: 9.1 eV Å⁻¹
**SMILES string**: CS(=O)(=O)Br
**E**: -86055.82780 eV
**Energy relative to the best compared isomer or geometry (same formula, charge and spin)**: 177.6 kJ/mol

XYZ file:
```
8
CH3BrO2S | OMol25 | the ωB97M-V functional and the def2-TZVPD basis
Br 2.1326 0.9766 0.4490
S 0.6382 -0.4633 -0.2364
O 0.6933 -1.7975 0.8017
O 0.8272 -0.6761 -1.6478
C -0.9072 0.2999 0.1199
H -1.0540 0.5478 -0.8722
H -0.7097 1.2576 0.6467
H -1.6204 -0.1450 0.7392
```

Charge distribution, Mulliken scheme, values in e:
1. Br -0.07
2. S 0.91
3. O -0.56
4. O -0.50
5. C -0.78
6. H 0.34
7. H 0.33
8. H 0.32

No. 5
Entry from OMol25: a cluster of 2 separate species, C4H5O2 in total in a non-equilibrium geometry (the ωB97M-V functional and the def2-TZVPD basis).

**Net charge**: -1
**Strongest force on any atom**: 4.3 eV Å⁻¹
**E**: -8320.69456 eV
**Energy relative to the best compared isomer or geometry (same formula, charge and spin)**: 276.0 kJ/mol

XYZ file:
```
11
C4H5O2 | OMol25 | the ωB97M-V functional and the def2-TZVPD basis
O 2.7542 -0.7828 0.6908
O 3.0501 0.8715 -0.9899
C 2.4258 -0.0318 -0.1920
C 1.5682 0.4799 -1.1032
C -2.2654 -0.5789 0.5067
C -1.4735 0.4739 0.8079
H 1.2612 -0.0654 -1.9690
H -2.0976 -1.4220 1.0028
H -0.7121 0.4810 1.5301
H -2.9318 -0.6481 -0.3789
H -1.5791 1.2227 0.0948
```

Charge distribution, Mulliken scheme, values in e:
1. O -0.68
2. O -0.46
3. C 0.78
4. C -0.60
5. C -0.49
6. C -0.58
7. H 0.00
8. H 0.29
9. H 0.29
10. H 0.20
11. H 0.27

No. 6
Entry from OMol25: a structure of composition C13H28BeN4O7 in a non-equilibrium geometry (the ωB97M-V functional and the def2-TZVPD basis).

**Net charge**: 0
**Strongest force on any atom**: 5.2 eV Å⁻¹
**E**: -34622.57396 eV
**Energy relative to the best compared isomer or geometry (same formula, charge and spin)**: 0.0 kJ/mol

XYZ file:
```
53
C13H28BeN4O7 | OMol25 | the ωB97M-V functional and the def2-TZVPD basis
O -0.9141 -0.0628 -2.3600
O -1.6509 0.7116 0.5812
O -0.8993 -1.6501 0.1267
O 2.4044 -1.7805 -0.7977
O 1.2205 0.4951 -0.9172
O 2.4763 3.7001 0.1229
O 1.7334 0.5701 1.6742
N 1.2964 2.9474 0.3090
N -0.6524 1.5508 0.6228
N 1.4157 -2.3586 -0.2373
N -1.1379 -2.3759 -1.0078
C 2.7900 1.2108 2.5234
C 1.8955 -4.5391 -1.3291
C 3.0782 0.2108 3.6291
C 0.2440 3.6625 0.6953
C 1.1268 -0.6232 2.3689
C -2.1474 -1.8806 -1.8464
C 0.2967 5.1312 0.8950
C -1.0480 -4.5962 -1.9664
C 0.9545 -3.4863 -0.8773
C 1.9442 -0.8252 3.6313
C -0.9085 2.8460 0.8961
C -0.4096 -3.4932 -1.2039
C -2.2351 3.3636 1.3127
Be 1.0555 1.2820 0.3487
H 2.9179 -4.1520 -1.2721
H 0.0804 -0.3717 2.5669
H -1.2820 0.7610 -2.7252
H -0.5662 5.6183 0.4221
H 4.0327 -0.2874 3.4317
H 3.6462 1.4201 1.8733
H -2.9651 2.5499 1.3239
H -3.1187 -1.8492 -1.3301
H 1.2877 -0.6887 4.4958
H 3.1687 0.7184 4.5933
H 3.0589 3.1349 -0.4204
H 2.3354 -1.8459 3.6740
H 1.2192 5.5422 0.4738
H -0.5979 -5.5565 -1.6825
H -2.1233 -4.6463 -1.7490
H -0.9250 -4.4834 -3.0567
H 1.1859 -1.4638 1.6696
H 2.3602 2.1420 2.9107
H 1.8082 -0.3522 -0.9179
H 1.6926 -4.8449 -2.3642
H -2.1800 -2.3986 -2.8098
H 0.2646 5.3726 1.9675
H -1.3065 -0.6932 0.0936
H 1.8311 -5.4385 -0.6999
H -1.7510 -0.6909 -2.0498
H -2.1701 3.8103 2.3140
H 0.3894 0.3079 -1.4972
H -2.5795 4.1477 0.6260
```

Charge distribution, Mulliken scheme, values in e:
1. O -0.72
2. O -0.80
3. O -0.30
4. O -0.80
5. O 0.11
6. O -0.56
7. O 0.19
8. N 0.88
9. N 0.66
10. N 0.02
11. N 0.38
12. C -0.46
13. C -1.48
14. C -0.60
15. C 0.38
16. C 0.42
17. C -1.18
18. C -1.47
19. C -1.89
20. C 0.66
21. C -0.68
22. C 0.17
23. C 0.51
24. C -1.51
25. Be -0.92
26. H 0.39
27. H 0.37
28. H 0.15
29. H 0.36
30. H 0.28
31. H 0.29
32. H 0.35
33. H 0.22
34. H 0.30
35. H 0.31
36. H 0.41
37. H 0.34
38. H 0.41
39. H 0.42
40. H 0.44
41. H 0.31
42. H -0.27
43. H 0.30
44. H 0.47
45. H 0.37
46. H 0.39
47. H 0.30
48. H 0.45
49. H 0.29
50. H 0.34
51. H 0.30
52. H 0.32
53. H 0.36